# 1
{"formula": "C16H23Br2N4O2RuS3", "method": "ωB97M-V/def2-TZVPD", "species": ["Ru", "O", "C", "C", "C", "C", "C", "C", "C", "O", "N", "N", "C", "S", "C", "C", "S", "H", "H", "H", "H", "H", "H", "H", "H", "H", "Br", "C", "Br", "H", "H", "C", "N", "C", "C", "S", "N", "C", "C", "H", "H", "H", "H", "H", "H", "H", "H", "H", "H", "H", "H"], "positions_angstrom": [[-8.70013, -13.19340, -2.12022], [-13.21156, -13.47472, -1.12677], [-13.08824, -14.66760, -0.45947], [-14.20959, -15.35121, -0.02518], [-14.13533, -16.30921, 0.97724], [-12.88633, -16.68510, 1.35017], [-11.77233, -16.12189, 0.90560], [-11.85332, -15.13720, -0.13764], [-10.62272, -14.71749, -0.72361], [-10.58167, -13.60513, -1.50049], [-9.51780, -15.38591, -0.39806], [-8.41470, -14.92756, -1.03744], [-7.34329, -15.76274, -0.74729], [-5.70164, -15.29550, -0.55597], [-4.88927, -16.89177, -0.87588], [-6.00363, -17.96578, -0.72987], [-7.63044, -17.37416, -0.99756], [-12.28552, -13.36240, -1.55364], [-15.18597, -15.07737, -0.45384], [-14.98496, -16.94155, 1.33575], [-12.71463, -17.45303, 2.16574], [-10.79530, -16.38921, 1.32411], [-3.96391, -17.05841, -0.27778], [-4.57500, -16.86780, -1.92496], [-5.89596, -18.35063, 0.27918], [-5.86479, -18.74848, -1.46732], [-6.68379, -12.23656, -3.22162], [-9.00867, -14.16688, -3.89826], [-9.92792, -12.74020, -5.04214], [-9.80009, -14.95156, -3.84884], [-8.18545, -14.43385, -4.55657], [-6.78624, -9.62212, -0.13131], [-8.15093, -9.42244, -0.64994], [-8.36331, -8.49870, -1.85533], [-9.07411, -10.36342, -0.37407], [-8.61954, -11.97974, -0.31215], [-10.31078, -10.00347, 0.02255], [-11.36104, -10.92736, 0.31414], [-10.72947, -8.66087, 0.16110], [-6.21279, -8.66914, -0.02401], [-6.27982, -10.34632, -0.71317], [-6.84050, -10.06285, 0.88440], [-7.75056, -8.95331, -2.65510], [-8.05197, -7.48381, -1.67001], [-9.37861, -8.55066, -2.23890], [-10.91824, -11.95806, 0.38455], [-12.16308, -10.96139, -0.43676], [-11.74101, -10.68758, 1.28507], [-9.97991, -8.01398, -0.28453], [-10.83942, -8.40535, 1.25563], [-11.65831, -8.47561, -0.37463]], "atomic_forces_ev_per_a": [[1.953, 1.173, -3.614], [1.648, -1.742, -0.640], [-1.939, 2.407, -1.135], [-2.287, 0.216, 0.302], [-1.886, -0.460, -1.936], [1.538, -2.660, 4.004], [1.769, 0.646, -1.155], [3.113, -1.413, 1.543], [-0.818, 2.680, -0.798], [-1.049, -3.080, 0.814], [0.579, -0.123, -0.936], [0.788, -1.964, 2.911], [0.526, 0.627, -1.471], [-0.297, 1.027, 0.330], [-0.660, -0.304, -1.176], [1.932, -0.260, 0.806], [-1.058, -0.844, 0.042], [-1.658, 0.406, 0.592], [0.563, 0.100, 0.354], [0.519, 1.175, -0.420], [-0.631, 0.910, -1.043], [-0.513, -0.008, -0.457], [-1.063, 0.226, -0.012], [0.049, 0.220, 0.153], [-0.410, -0.451, 0.060], [0.177, -0.301, 0.127], [-0.765, -0.454, 0.501], [-1.872, 0.477, -1.812], [0.495, -0.703, 1.180], [0.729, 0.457, 0.219], [0.211, -0.115, 0.523], [-0.194, 0.446, 1.100], [-0.418, 1.175, -0.850], [0.825, -1.823, 0.064], [-1.547, 2.680, 0.937], [0.992, -0.098, 2.404], [1.326, -1.193, -1.313], [0.309, -2.547, -0.227], [0.392, 2.185, 0.827], [-0.723, -0.691, -0.460], [0.917, -0.458, -0.907], [-0.167, 0.430, -0.449], [-0.028, 0.453, 0.271], [0.049, 0.215, 0.306], [-0.144, 0.040, 0.390], [-0.628, 0.953, -0.071], [0.268, 0.316, 0.187], [-0.509, 0.231, 0.515], [-0.213, 0.222, 0.409], [-0.043, -0.245, -1.129], [-0.148, -0.153, 0.140]], "homo_lumo_gap_ev": [7.6, 5.1], "spin_multiplicity": 6, "e_lumo_ev": [-6.8083, -9.3733], "charge": 2, "homo_ev": [-14.4, -14.4]}

# 2
{"formula": "C4H12N2O2", "method": "ωB97M-V/def2-TZVPD", "species": ["C", "C", "N", "C", "C", "N", "O", "H", "H", "H", "H", "H", "H", "H", "H", "H", "H", "O", "H", "H"], "positions_angstrom": [[0.53035, 2.33634, -1.01858], [0.34438, 0.88177, -1.51754], [-0.20805, 0.00506, -0.48772], [0.78365, -0.26697, 0.55223], [0.29458, -0.39525, 1.99724], [-0.55477, -1.43441, 2.20069], [0.79317, 0.24615, 2.89638], [0.28354, 2.41690, 0.05566], [1.56430, 2.67868, -0.94121], [-0.07620, 3.14691, -1.41098], [-0.29573, 0.90352, -2.39706], [1.29241, 0.47903, -1.87889], [-1.01412, 0.44435, -0.06435], [1.19951, -1.25862, 0.32678], [1.66797, 0.36791, 0.63984], [-1.04896, -1.95067, 1.49090], [-0.95575, -1.38925, 3.13040], [-1.42261, -2.54306, -0.84234], [-2.18098, -2.82958, -1.35948], [-0.99668, -1.83882, -1.37196]], "atomic_forces_ev_per_a": [[0.497, 0.364, 1.711], [-0.141, 1.168, -0.070], [0.331, 0.216, -0.119], [0.622, -1.071, 0.478], [0.546, -0.740, -1.234], [-0.612, 0.512, 1.229], [-0.339, 0.292, 0.186], [-0.215, -0.508, -0.170], [0.107, -0.061, -0.719], [-0.058, -0.272, -0.813], [-0.290, -0.201, 0.030], [-0.007, -0.099, 0.241], [-0.121, 0.142, -0.091], [0.069, 0.000, 0.039], [-0.371, 0.616, -0.450], [0.147, 0.213, -0.390], [-0.054, -0.457, -0.199], [0.074, 0.104, -0.368], [0.009, -0.087, 0.016], [-0.193, -0.132, 0.694]], "homo_lumo_gap_ev": 9.9, "e_lumo_ev": 0.7287, "smiles": "CCNCC(N)=O.O", "homo_ev": -9.2}

# 3
{"formula": "C13H21N2", "method": "ωB97M-V/def2-TZVPD", "species": ["C", "C", "C", "C", "C", "C", "C", "C", "C", "C", "C", "C", "C", "N", "N", "H", "H", "H", "H", "H", "H", "H", "H", "H", "H", "H", "H", "H", "H", "H", "H", "H", "H", "H", "H", "H"], "positions_angstrom": [[3.55300, -0.39269, 1.45604], [2.53174, -0.64347, 2.37450], [3.36382, -0.77445, 0.13009], [1.31510, -1.02689, 1.91975], [2.09400, -1.20030, -0.32741], [1.05024, -1.33582, 0.58934], [-1.03907, 2.82539, 0.75920], [-0.83016, 3.09081, -0.78247], [-1.06081, 1.27527, 0.77010], [-1.20695, 1.81134, -1.48596], [-0.31813, -3.06827, -0.71429], [-0.34162, -1.81155, 0.09263], [-1.22747, -0.54592, -1.04553], [-2.62272, -0.61092, -0.92898], [-0.66755, 0.79626, -0.62765], [4.41406, 0.07637, 1.71385], [2.53808, -0.53536, 3.47248], [4.05254, -0.60369, -0.59945], [0.60207, -1.31543, 2.74423], [2.09841, -1.28311, -1.41014], [-0.46207, 3.41272, 1.50078], [-2.14798, 3.06354, 0.88675], [-1.64303, 3.79520, -1.15476], [0.17289, 3.51812, -1.00276], [-0.32036, 0.91513, 1.49419], [-2.01535, 0.82266, 0.96373], [-2.27532, 1.72727, -1.36307], [-1.01131, 1.79214, -2.58363], [0.49303, -2.96149, -1.51638], [-1.29821, -3.37681, -1.16145], [-0.02387, -4.01499, -0.20309], [-1.06512, -1.97741, 0.87795], [-0.78189, -0.73729, -2.02569], [-3.19241, -1.35438, -0.43393], [-3.17392, -0.10481, -1.61528], [0.44638, 0.75281, -0.76366]], "atomic_forces_ev_per_a": [[-2.127, -1.553, -0.895], [0.540, 0.745, 0.646], [-3.008, 0.278, 1.909], [-1.976, -1.934, 1.090], [1.373, 0.659, 0.649], [-1.376, -0.161, -1.623], [-3.018, -0.352, -1.755], [-0.776, 2.509, -0.139], [2.119, -0.048, 0.908], [-0.253, 1.880, -0.671], [1.134, -1.584, -1.978], [-1.084, 1.765, -1.251], [2.207, -3.101, 2.837], [-1.266, -0.522, 0.565], [2.649, -1.029, -0.003], [2.608, 1.019, 0.967], [0.863, 0.310, -0.749], [2.193, 0.415, -1.640], [0.265, 0.543, -1.285], [-0.846, -0.545, 0.081], [-0.027, -0.818, -0.695], [1.518, 0.209, 0.367], [1.504, -0.166, 0.576], [-0.652, -0.493, -0.104], [-0.265, -0.359, -0.369], [-0.386, 0.012, 0.055], [-0.462, -0.055, -0.128], [0.447, -0.438, 0.970], [-1.397, -0.271, 0.688], [0.741, 0.784, 0.118], [0.023, 0.991, 0.347], [-0.050, 0.569, 0.597], [-0.247, 0.062, -0.043], [1.724, 1.271, -0.855], [0.181, -0.505, 0.081], [-2.872, -0.088, 0.732]], "homo_lumo_gap_ev": 9.9, "e_lumo_ev": -2.4964, "charge": 1, "homo_ev": -12.4}

In eV, the calculated total energy values for the records above are, in order, -202172.826, -11417.794, -16793.539.